Entry 1:
The following is a quantum chemistry calculation of one molecule with the formula C3H5N3OS in a non-equilibrium geometry, from the Open Molecules 2025 dataset.

Computed properties:
Energy relative to the best compared isomer or geometry (same formula, charge and spin) ... 124.1 kcal per mole
LUMO level ... 0.710 eV
Calculated total energy ... -20540.2790 eV
Charge ... 0
Kohn-Sham gap ... 8.148 eV
Structure (SMILES) ... On1cc[nH]/c1=N\S

The geometry in XYZ format:
```
13
C3H5N3OS | the Open Molecules 2025 dataset | the ωB97M-V functional and the def2-TZVPD basis
O -0.1152 -1.9428 1.1531
N 0.2351 -0.6914 0.9095
C 1.1071 0.1296 1.4663
C 1.2134 1.3011 0.6558
N 0.4521 0.8825 -0.5364
C -0.1905 -0.1374 -0.2596
N -1.1617 -0.7773 -0.7777
S -1.4010 -0.4286 -2.5073
H -1.1012 -1.8603 0.4775
H 1.8628 -0.1433 2.2603
H 1.7067 2.1904 0.6327
H 0.1334 1.6154 -1.3285
H -2.7411 -0.1379 -2.1457
```

Entry 2:
The following is a quantum chemistry calculation of one molecule with the formula C3H5N3OS in a non-equilibrium geometry, from the Open Molecules 2025 dataset.

Computed properties:
Energy relative to the best compared isomer or geometry (same formula, charge and spin) ... 108.9 kcal per mole
LUMO level ... -0.393 eV
Calculated total energy ... -20540.9355 eV
Charge ... 0
Kohn-Sham gap ... 8.230 eV
Structure (SMILES) ... [H]/N=c1\nc(SC)[nH]o1

The geometry in XYZ format:
```
13
C3H5N3OS | the Open Molecules 2025 dataset | the ωB97M-V functional and the def2-TZVPD basis
H -0.9866 -2.1684 -2.3196
N -1.0435 -1.1749 -2.6725
C -0.3915 -0.3052 -1.8898
N -0.1710 -0.4880 -0.6181
C 0.0410 0.6854 0.0290
S 0.9543 1.1403 1.4355
C 0.9028 -0.3740 2.4328
N -0.2456 1.7474 -0.9540
O -0.4290 0.9792 -2.2547
H 1.2975 -1.1716 1.6363
H -0.1233 -0.8713 2.6137
H 1.3417 -0.4184 3.3752
H -1.1468 2.4195 -0.8138
```

Entry 3:
The following is a quantum chemistry calculation of one molecule with the formula C3H5N3S in a non-equilibrium geometry, from the Open Molecules 2025 dataset.

Computed properties:
Energy relative to the best compared isomer or geometry (same formula, charge and spin) ... 93.3 kcal per mole
LUMO level ... -0.178 eV
Calculated total energy ... -18493.8509 eV
Charge ... 0
Kohn-Sham gap ... 9.452 eV
Structure (SMILES) ... C/N=C(\C#N)NS

The geometry in XYZ format:
```
12
C3H5N3S | the Open Molecules 2025 dataset | the ωB97M-V functional and the def2-TZVPD basis
C -2.0337 -0.6377 -0.2559
N -0.6626 -0.8022 -0.0475
C 0.3473 -0.0036 0.0159
C 0.0547 1.3918 -0.0108
N -0.7648 2.4120 0.0389
N 1.6518 -0.4206 0.4746
S 2.9999 0.2090 -0.3642
H -2.2355 0.5046 -0.6939
H -2.5937 -0.8514 0.6423
H -2.3553 -1.2358 -1.1914
H 1.8072 -1.4498 0.8226
H 3.7848 0.8835 0.5695
```

Entry 4:
The following is a quantum chemistry calculation of one molecule with the formula C3H5N3S in a non-equilibrium geometry, from the Open Molecules 2025 dataset.

Computed properties:
Energy relative to the best compared isomer or geometry (same formula, charge and spin) ... 32.3 kcal per mole
LUMO level ... -0.413 eV
Calculated total energy ... -18496.4986 eV
Charge ... 0
Kohn-Sham gap ... 8.549 eV
Structure (SMILES) ... [H]/N=C\N(C=S)/C=N/[H]

The geometry in XYZ format:
```
12
C3H5N3S | the Open Molecules 2025 dataset | the ωB97M-V functional and the def2-TZVPD basis
H -2.3880 1.1589 -0.0884
N -1.6589 1.8517 -0.0475
C -0.5040 1.3765 0.0343
N -0.0793 -0.0044 0.0891
C -0.8832 -1.1362 0.0821
S -2.4972 -1.3140 -0.0235
C 1.3176 -0.2000 -0.0191
N 1.8920 -1.3278 -0.0517
H 2.8789 -1.2369 -0.0585
H 0.3561 2.0667 0.0797
H -0.2512 -2.0398 0.0918
H 1.8173 0.8053 -0.0883
```

Entry 5:
The following is a quantum chemistry calculation of a 2-piece molecular cluster, C3H5N3S overall in a non-equilibrium geometry, from the Open Molecules 2025 dataset.

Computed properties:
Energy relative to the best compared isomer or geometry (same formula, charge and spin) ... 151.5 kcal per mole
LUMO level ... -1.503 eV
Calculated total energy ... -18491.3296 eV
Charge ... 0
Kohn-Sham gap ... 7.722 eV

The geometry in XYZ format:
```
12
C3H5N3S | the Open Molecules 2025 dataset | the ωB97M-V functional and the def2-TZVPD basis
C -0.6176 1.9867 0.5096
C -0.4511 -1.0308 0.0103
C 0.9173 -0.8365 0.2922
H 0.2140 1.5486 1.1587
H -0.9328 3.0584 0.8124
H -2.5551 -0.5877 -0.3943
H -1.9155 -2.2006 -0.1437
H 1.5187 -1.7194 0.8723
N -1.5377 1.3328 -0.1967
N -1.1974 0.0362 -0.6519
N -1.0298 -2.0897 0.3364
S 1.9333 0.2643 -0.2245
```

Entry 6:
The following is a quantum chemistry calculation of an isolated ion of composition C3H5N4 and charge +1 in a non-equilibrium geometry, from the Open Molecules 2025 dataset.

Computed properties:
Energy relative to the best compared isomer or geometry (same formula, charge and spin) ... 183.4 kcal per mole
LUMO level (alpha / beta) ... -6.998 / -6.963 eV
Calculated total energy ... -9137.0526 eV
Charge ... +1
Kohn-Sham gap (alpha / beta) ... 7.840 / 7.867 eV
Structure (SMILES) ... C[N+]1=NC#CNN1

The geometry in XYZ format:
```
12
C3H5N4 | the Open Molecules 2025 dataset | the ωB97M-V functional and the def2-TZVPD basis
C -1.6686 -0.6718 0.0132
N -0.3515 -0.1065 0.3087
N 0.3325 -0.6951 1.2259
C 1.5564 -0.2619 1.3691
C 2.2280 0.0839 0.3217
N 1.7022 0.5430 -0.7114
N 0.1080 0.8395 -0.5718
H -1.5617 -1.6833 0.4047
H -1.8121 -0.4428 -0.9740
H -2.4097 0.0125 0.4070
H 1.9583 0.6362 -1.6746
H -0.0817 1.7462 -0.1185
```

Entry 7:
The following is a quantum chemistry calculation of an isolated ion of composition C3H5N4 and charge +1 in a non-equilibrium geometry, from the Open Molecules 2025 dataset.

Computed properties:
Energy relative to the best compared isomer or geometry (same formula, charge and spin) ... 98.1 kcal per mole
LUMO level ... -8.478 eV
Calculated total energy ... -9140.7525 eV
Charge ... +1
Kohn-Sham gap ... 7.227 eV
Structure (SMILES) ... CC1=NN=NC1=[NH2+]

The geometry in XYZ format:
```
12
C3H5N4 | the Open Molecules 2025 dataset | the ωB97M-V functional and the def2-TZVPD basis
C 0.5917 1.0714 -0.5290
C -0.2662 0.1042 -1.3209
N -0.9844 0.3608 -2.3846
N -1.9920 -0.4433 -2.4889
N -2.0523 -1.3192 -1.5654
C -1.0762 -1.1109 -0.6442
N -0.8399 -1.8049 0.4550
H 0.9417 0.5560 0.3510
H 0.1783 2.0148 -0.1423
H 1.4608 1.4949 -1.1677
H -0.3372 -1.3997 1.2342
H -1.3833 -2.6401 0.7830
```

Entry 8:
The following is a quantum chemistry calculation of a 2-piece molecular cluster, C3H5N4S overall in a non-equilibrium geometry, from the Open Molecules 2025 dataset.

Computed properties:
Energy relative to the best compared isomer or geometry (same formula, charge and spin) ... 77.1 kcal per mole
LUMO level ... 3.249 eV
Calculated total energy ... -19985.2494 eV
Charge ... -1
Kohn-Sham gap ... 7.918 eV

The geometry in XYZ format:
```
13
C3H5N4S | the Open Molecules 2025 dataset | the ωB97M-V functional and the def2-TZVPD basis
C 2.1874 0.5441 0.2613
C -0.6596 -0.7878 -0.8890
C 0.3083 1.3222 0.8322
N 2.5284 -0.7184 0.3889
N 3.1483 1.2985 -0.2382
N 3.7685 -0.7693 -0.0551
N 4.1285 0.4711 -0.3961
S -0.8202 0.9914 -0.4341
H -1.1668 -1.3331 -0.1617
H 0.3282 -1.2371 -1.0856
H -1.1206 -0.6241 -1.8530
H 0.2056 0.7166 1.7163
H 0.8375 2.2627 1.1259
```

Entry 9:
The following is a quantum chemistry calculation of one molecule with the formula C3H5N5 in a non-equilibrium geometry, from the Open Molecules 2025 dataset.

Computed properties:
Energy relative to the best compared isomer or geometry (same formula, charge and spin) ... 142.3 kcal per mole
LUMO level ... 0.253 eV
Calculated total energy ... -10636.7038 eV
Charge ... 0
Kohn-Sham gap ... 9.179 eV
Structure (SMILES) ... [H]/N=c1/cn[nH]n1N=C

The geometry in XYZ format:
```
13
C3H5N5 | the Open Molecules 2025 dataset | the ωB97M-V functional and the def2-TZVPD basis
H -0.5098 2.3900 0.1581
N -1.3961 1.8800 -0.1223
C -0.8783 0.7563 0.1235
C -1.7102 -0.4724 -0.2342
N -1.0526 -1.5988 -0.2801
N 0.1145 -1.2409 0.3265
N 0.3233 0.1158 0.4614
N 1.6092 0.6659 0.1464
C 2.6024 -0.0123 -0.3644
H -2.7439 -0.6195 -0.7417
H 0.2304 -1.5396 1.1604
H 2.3601 -1.0790 -0.4057
H 3.3918 0.4642 -1.0440
```

Entry 10:
The following is a quantum chemistry calculation of one molecule with the formula C3H5N5O in a non-equilibrium geometry, from the Open Molecules 2025 dataset.

Computed properties:
Energy relative to the best compared isomer or geometry (same formula, charge and spin) ... 83.0 kcal per mole
LUMO level ... -0.005 eV
Calculated total energy ... -12685.6936 eV
Charge ... 0
Kohn-Sham gap ... 9.056 eV
Structure (SMILES) ... [H]/N=c1/ncn(/C=N/[H])n1O

The geometry in XYZ format:
```
14
C3H5N5O | the Open Molecules 2025 dataset | the ωB97M-V functional and the def2-TZVPD basis
H -3.0234 0.6253 -0.4242
N -2.8996 -0.4318 -0.2954
C -1.7348 -0.6528 -0.0764
N -1.0163 -1.7924 0.1927
C 0.2412 -1.5362 0.3766
N 0.4921 -0.1357 0.1468
C 1.7519 0.4891 -0.1032
N 2.6979 -0.4076 -0.1170
H 3.5840 0.1621 -0.2699
N -0.7593 0.4035 -0.2983
O -1.2123 1.5291 0.5851
H 1.1239 -2.0021 0.6232
H 1.8143 1.5200 -0.4042
H -1.0596 2.2295 0.0641
```